1.
An isolated molecule of C4H7NO2, computed with ωB97M-V/def2-TZVPD.

```
! RIJCOSX wB97M-V def2-TZVPD def2/J DEFGRID3
* xyz 0 1
C 1.191 -1.290 0.061
C 0.259 -0.130 -0.198
C 0.776 1.187 -0.574
O 0.183 0.319 -1.546
C -0.916 -0.015 0.727
O -0.743 -0.236 1.912
N -2.053 0.478 0.174
H 2.121 -1.180 -0.506
H 1.416 -1.363 1.127
H 0.711 -2.225 -0.249
H 0.211 2.103 -0.394
H 1.844 1.257 -0.468
H -2.863 0.584 0.762
H -2.136 0.511 -0.828
*
```

The calculated total energy comes out at -361.83234 Eh. The calculation puts the LUMO energy at 0.90 eV. The structure (SMILES) is C[C@@]1(C(N)=O)CO1. The HOMO energy is -0.3633 hartree. Its HOMO-LUMO gap is 10.781 eV.


2.
An isolated molecule of C4H7NO2, computed with ωB97M-V/def2-TZVPD.

```
! RIJCOSX wB97M-V def2-TZVPD def2/J DEFGRID3
* xyz 0 1
C 0.555 -0.887 2.075
C -0.061 0.032 1.049
C 0.010 -0.407 -0.414
N -0.776 0.470 -1.239
C -0.285 1.152 -2.313
O -0.850 2.076 -2.855
O -0.619 1.062 1.352
H 0.352 -1.937 1.840
H 0.152 -0.638 3.058
H 1.643 -0.752 2.096
H 0.690 0.754 -2.660
H -0.324 -1.453 -0.481
H 1.060 -0.399 -0.740
H -1.548 0.928 -0.769
*
```

The calculated total energy comes out at -361.85642 Eh. The calculation puts the LUMO energy at 0.65 eV. The structure (SMILES) is CC(=O)CNC=O. The HOMO energy is -0.3646 hartree. Its HOMO-LUMO gap is 10.570 eV.


3.
An isolated molecule of C4H7NO2, computed with ωB97M-V/def2-TZVPD.

```
! RIJCOSX wB97M-V def2-TZVPD def2/J DEFGRID3
* xyz 0 1
N -0.017 -0.756 -1.645
C -1.115 -0.679 -0.852
O -2.098 -1.389 -0.978
C -1.000 0.374 0.243
C 0.209 0.162 1.167
C 1.521 0.752 0.756
O 1.845 1.034 -0.377
H 0.007 -1.448 -2.375
H 0.751 -0.109 -1.518
H -1.933 0.330 0.809
H -0.949 1.367 -0.223
H -0.023 0.450 2.199
H 0.544 -0.891 1.210
H 2.257 0.803 1.583
*
```

The calculated total energy comes out at -361.86469 Eh. The calculation puts the LUMO energy at 0.68 eV. The structure (SMILES) is NC(=O)CCC=O. The HOMO energy is -0.3561 hartree. Its HOMO-LUMO gap is 10.368 eV.


4.
A cluster of 2 separate species, C4H7NO2 in total at a distorted geometry, computed with ωB97M-V/def2-TZVPD.

```
! RIJCOSX wB97M-V def2-TZVPD def2/J DEFGRID3
* xyz 0 1
C 2.344 -0.369 -0.583
N 1.553 0.751 -0.135
C 0.347 0.896 -0.068
C -0.853 1.468 0.035
O -1.926 0.919 0.711
C -1.599 -1.176 0.253
O -0.410 -1.174 0.486
H 2.914 -0.151 -1.495
H 3.051 -0.518 0.242
H 1.727 -1.269 -0.708
H -1.071 2.273 -0.641
H -1.700 0.845 1.645
H -2.031 -1.001 -0.758
H -2.345 -1.494 1.016
*
```

The calculated total energy comes out at -361.71922 Eh. The calculation puts the LUMO energy at 0.75 eV. The structure (SMILES) is CN=C=CO.C=O. The HOMO energy is -0.2904 hartree. Its HOMO-LUMO gap is 8.657 eV.


5.
An isolated molecule of C4H7NO2, computed with ωB97M-V/def2-TZVPD.

```
! RIJCOSX wB97M-V def2-TZVPD def2/J DEFGRID3
* xyz 0 1
O -0.070 -2.259 -0.060
C -0.803 -1.092 -0.368
C 0.007 0.142 -0.055
C -0.615 1.452 0.290
N -0.036 0.618 1.327
C 1.352 0.214 -0.711
O 2.264 0.865 -0.253
H 0.106 -2.236 0.890
H -1.026 -1.149 -1.440
H -1.757 -1.055 0.176
H -1.699 1.536 0.306
H -0.083 2.352 -0.016
H 0.892 0.973 1.562
H 1.468 -0.361 -1.649
*
```

The calculated total energy comes out at -361.80027 Eh. The calculation puts the LUMO energy at 0.84 eV. The structure (SMILES) is O=C[C@]1(CO)CN1. The HOMO energy is -0.3699 hartree. Its HOMO-LUMO gap is 10.906 eV.


6.
A cluster of 2 separate species, C4H7NO2 in total, computed with ωB97M-V/def2-TZVPD.

```
! RIJCOSX wB97M-V def2-TZVPD def2/J DEFGRID3
* xyz 0 1
O -0.486 1.072 2.850
C 1.166 -0.769 -0.746
C 0.239 -1.335 -1.503
O -1.027 -0.802 -1.658
C -1.325 0.233 -0.828
N -0.555 0.854 -0.044
C 0.865 0.500 0.004
H -0.754 1.352 1.959
H 2.139 -1.239 -0.643
H 0.342 -2.265 -2.052
H -0.809 0.163 2.901
H -2.381 0.481 -0.906
H 1.443 1.346 -0.393
H 1.143 0.410 1.061
*
```

The calculated total energy comes out at -361.81523 Eh. The calculation puts the LUMO energy at 0.77 eV. The structure (SMILES) is C1=COC=NC1.O. The HOMO energy is -0.3400 hartree. Its HOMO-LUMO gap is 10.017 eV.